ORCA calculation (ωB97M-V with the def2-TZVPD basis set) on an isolated ion of composition C6H10NO and charge +1 at a distorted geometry.

The calculation puts the largest force on an atom at 0.09332 hartree/bohr. Its total charge is +1. The value obtained for the calculated total energy is -9909.516 eV. Its LUMO energy (spin up / spin down) is -5.28 / -5.28 eV. The value obtained for the HOMO energy (spin up / spin down) is -14.67 / -14.67 eV. Its energy above the lowest of the compared OMol25 structures with the same formula, charge and spin is 112.5 kcal/mol.

Geometry as XYZ:
```
18
C6H10NO | the Open Molecules 2025 dataset | ωB97M-V with the def2-TZVPD basis set
C -0.3067 -0.0084 0.2148
C -0.3822 -1.2451 0.0796
C 1.0839 0.6940 0.3547
C -1.3668 1.0330 0.4056
C -0.8610 -2.5953 -0.0457
C 1.1729 1.8176 -0.6776
N 2.0608 -0.2791 0.0952
O 1.8084 -1.4096 -0.1688
H 1.3171 0.9372 1.3149
H -2.2823 0.4508 0.3883
H -1.3573 1.6625 -0.5268
H -1.2838 1.5964 1.2494
H -1.9271 -2.7240 -0.0313
H -0.4910 -3.1546 0.9234
H -0.6206 -3.1121 -0.9174
H 0.7337 1.5398 -1.6693
H 2.1268 2.2105 -0.7315
H 0.5754 2.5863 -0.2575
```